Computed, not measured: a cluster of 2 separate species, C6H17N3 in total, with ωB97M-V/def2-TZVPD.

Cartesian coordinates (Å):
H 2.1900 -0.6612 -0.5727
N 1.9663 0.3244 -0.6548
C 1.1359 0.7860 0.1821
C 0.8222 2.2527 0.0832
N 0.6630 0.1255 1.3574
C 1.1348 -1.2123 1.6298
C 0.2587 0.8677 2.5272
H 1.1603 2.5960 -0.8902
H 1.3497 2.8156 0.8511
H -0.2484 2.4196 0.1747
H 2.1747 -1.2270 1.9832
H 0.5015 -1.6717 2.3896
H 1.0804 -1.8170 0.7245
H 1.1189 1.2574 3.0894
H -0.3094 0.2136 3.1924
H -0.3726 1.7073 2.2474
C -2.0672 -1.5190 -2.4439
C -0.8004 -0.9189 -1.8331
N -1.0662 0.1648 -0.9042
H -1.8176 -2.3248 -3.1296
H -2.7133 -1.9216 -1.6637
H -2.6223 -0.7609 -2.9956
H -0.1385 -0.5296 -2.6095
H -0.2563 -1.6951 -1.2894
H -1.5659 -0.1795 -0.0776
H -1.5785 0.9081 -1.3677

## Properties
SMILES   [H]/N=C(/C)N(C)C.CCN
Energy   -10967.290 eV
HOMO energy   -8.224 eV
Maximum force   2.118 eV Å⁻¹
ΔE to the lowest compared entry with this formula, charge and spin   0.916 eV
HOMO-LUMO gap   0.3339 Eh

natural (NBO) analysis output, partial charges in e: atom 1 (H): 0.33, atom 2 (N): -0.75, atom 3 (C): 0.52, atom 4 (C): -0.67, atom 5 (N): -0.48, atom 6 (C): -0.41, atom 7 (C): -0.40, atom 8 (H): 0.24, atom 9 (H): 0.22, atom 10 (H): 0.21, atom 11 (H): 0.18, atom 12 (H): 0.20, atom 13 (H): 0.20, atom 14 (H): 0.18, atom 15 (H): 0.20, atom 16 (H): 0.21, atom 17 (C): -0.62, atom 18 (C): -0.21, atom 19 (N): -0.83, atom 20 (H): 0.21, atom 21 (H): 0.20, atom 22 (H): 0.20, atom 23 (H): 0.20, atom 24 (H): 0.18, atom 25 (H): 0.36, atom 26 (H): 0.35